83
Properties=species:S:1:pos:R:3:forces:R:3:mulliken_charge:R:1 method="wB97M-V/def2-TZVPD" total_energy_ha=-4965.66889 homo_ev="-12.728 / -12.706" charge=+2 e_lumo_ev="-7.777 / -7.816" multiplicity=1
Br -2.45116 -0.74404 -0.20362 0.05 1.00 -0.11 0.0275
S 0.95074 1.75275 0.08375 0.25 -0.71 1.63 -0.3694
P 2.44198 -0.21943 -1.17323 2.85 -1.97 -1.62 0.4699
P -2.00639 -2.01803 -2.76194 -2.52 -4.22 -1.86 0.7583
N -0.72596 0.69326 2.05712 0.25 -0.43 -1.24 -0.0658
N 1.45271 0.96496 2.66233 -0.02 0.50 -2.17 -0.1266
N -1.02567 7.74470 -7.94278 0.17 0.04 -0.41 -0.4888
C -0.68647 8.16009 -6.71869 -0.29 -1.58 0.23 -0.2188
C 2.21269 -1.76148 -0.09590 -1.08 1.02 0.41 -0.6314
C -0.48291 4.72379 -4.78579 -0.64 -1.72 1.43 0.5459
C -1.92685 0.52152 -1.54654 0.22 -0.20 -1.44 -0.5458
C -0.28849 1.43800 -3.22799 -2.34 -0.93 1.46 0.8079
C -0.38353 -4.59250 -3.24607 -0.51 -0.32 -0.29 -1.5580
C -2.60417 -1.15903 -4.33352 -0.06 0.49 -0.70 0.0369
C -4.65450 -3.85206 -3.02031 -0.54 -0.11 -0.37 -1.3106
C -0.67451 5.80493 -5.81712 0.11 0.51 -1.46 0.2705
C 1.30380 0.37737 4.00276 0.76 -0.05 -0.40 -0.5727
C -0.97284 2.72503 -3.07121 -1.15 -0.81 -1.93 1.2579
C -1.03051 5.48256 -7.17269 0.00 -0.62 -0.24 -0.4106
C -0.45658 3.73213 -3.98285 -0.35 4.21 -2.29 -1.4229
C 5.25570 -0.88569 -0.45704 0.01 0.34 0.12 -1.2624
C -0.13277 0.19226 4.40274 -0.14 0.25 0.24 -0.6937
C 3.68368 -0.26018 -3.72161 -0.02 -0.61 0.02 -1.3008
C -0.90910 0.33380 -2.54194 2.08 1.81 0.29 -1.9888
C -2.78562 1.59933 -1.80019 0.63 0.15 -0.14 -0.5166
C -1.04529 -0.14891 3.26034 -0.19 0.04 -1.05 -0.5097
C -3.44998 -3.26166 -2.19622 0.04 -0.93 -0.72 -0.5472
C -1.18603 6.43549 -8.21455 0.16 0.22 1.69 -0.2946
C -2.76704 -1.63166 -5.79643 -0.40 -0.35 -0.65 -1.4747
C -2.32138 2.66365 -2.58304 1.21 -0.38 0.00 -0.3072
C 2.73734 -3.15762 -0.46626 0.19 0.14 0.02 -1.4406
C 3.04123 -1.16573 -2.66707 -0.53 0.08 -0.45 -0.4828
C -0.48217 -3.06655 -3.17046 1.07 0.34 -0.13 0.3550
C 0.52602 1.06288 1.68718 -1.87 0.96 2.15 0.6470
C -0.52498 7.21094 -5.65552 0.18 0.53 0.32 -0.4991
C 4.14557 0.20500 -0.48861 -0.11 0.65 -0.11 -0.4970
Be 0.71972 2.54023 -2.28747 0.13 -0.53 1.68 0.0201
H -3.58548 -0.72312 -4.07914 0.14 -0.31 0.35 0.3905
H 0.29061 -2.77615 -2.42558 -0.51 0.23 -0.16 -0.6745
H -2.08226 0.08764 3.53165 0.27 -0.14 -0.14 0.4007
H 0.54440 1.37310 -3.96504 -0.68 -0.32 0.30 0.6998
H 0.65278 -4.93079 -3.23316 0.18 0.36 0.04 0.4310
H 2.68592 -1.42930 0.84545 -0.42 -0.31 -0.10 0.6873
H -0.17551 -0.59432 5.14273 -0.09 -0.17 0.23 0.3554
H -5.47591 -4.14745 -2.32480 0.70 0.44 -0.10 0.3881
H 1.80364 1.08053 4.66938 -0.01 -0.20 0.13 0.3662
H 3.92070 0.54880 0.54074 0.35 0.05 -0.42 0.3212
H 1.84854 -0.57464 4.03626 -0.05 0.20 -0.11 0.3057
H 4.51732 1.08116 -1.07014 -0.26 -0.47 0.53 0.4487
H -3.64508 -2.27476 -5.92149 0.22 -0.07 0.20 0.3382
H -3.83024 1.51112 -1.49383 0.38 0.41 0.19 0.5331
H 3.83569 -3.17632 -0.54260 -0.51 -0.04 -0.10 0.3461
H 3.74471 -1.94378 -2.33934 -0.27 0.32 -0.20 0.4538
H -0.27897 7.64523 -4.70108 0.14 -0.16 0.32 0.4039
H 3.91499 -0.86082 -4.61350 0.05 0.36 0.18 0.4420
H 2.46715 -3.81784 0.36030 0.03 -0.03 -0.02 0.4216
H -3.92315 -2.70555 -1.41214 -0.19 0.56 0.48 0.3657
H -0.54281 -0.61563 -2.88572 0.91 0.11 0.98 1.4851
H -2.96065 -0.78528 -6.48293 -0.02 0.00 0.67 0.4058
H -1.98817 -0.24288 -4.39424 0.02 -0.35 0.03 0.0392
H 2.30324 1.44136 2.39597 0.24 -0.20 0.42 0.2930
H -3.06888 -4.16280 -1.66865 0.59 0.76 -0.29 0.4805
H -5.13304 -3.13416 -3.70845 0.39 -0.19 0.17 0.2978
H -0.99730 -1.22536 2.99975 0.08 0.53 -0.05 0.3197
H 2.29933 -3.59915 -1.37065 0.12 0.32 0.14 0.2045
H -4.50125 -4.80658 -3.57404 0.58 0.87 0.20 0.3092
H 5.39160 -1.38845 -1.42951 -0.04 0.24 0.47 0.3062
H 6.20889 -0.37870 -0.22021 -0.40 -0.25 -0.10 0.4283
H -1.93865 -2.12994 -6.30820 0.22 -0.17 0.68 0.3377
H 2.16375 -1.70700 -3.08598 0.47 0.31 0.11 0.1233
H -3.01104 3.37649 -2.97458 -0.26 0.80 0.30 0.5509
H -0.49387 1.08988 4.87834 -0.12 0.38 0.15 0.3304
H -1.46002 6.15121 -9.26382 0.31 0.23 1.26 0.3428
H 4.61387 0.17579 -3.33611 -0.22 0.01 -0.22 0.2877
H -0.86089 -5.13567 -2.43670 -0.31 0.10 0.08 0.3543
H -0.06626 -2.73489 -4.13879 -0.26 0.31 0.28 0.3988
H -0.55759 9.26806 -6.57859 -0.13 -1.40 0.05 0.3414
H -1.21281 4.45033 -7.44693 0.13 -0.09 0.12 0.3693
H 5.10465 -1.64735 0.32842 -0.07 0.37 -0.41 0.2503
H -0.76734 -4.93939 -4.20255 -0.33 -0.16 0.08 0.3901
H -1.41190 0.63993 1.28300 0.71 0.20 1.00 -0.2007
H 2.99872 0.54049 -4.02312 0.14 0.06 0.00 0.1323
H 1.12023 -1.78008 0.05136 0.22 -0.35 0.35 0.3370